{"formula": "C34H63FN3O6", "method": "ωB97M-V/def2-TZVPD", "charge": 1, "homo_ev": -10.8, "elements": ["C", "H", "H", "H", "N", "H", "H", "H", "H", "H", "H", "C", "C", "C", "H", "H", "H", "O", "C", "H", "H", "C", "H", "H", "C", "C", "H", "H", "C", "C", "H", "H", "H", "H", "C", "F", "H", "H", "H", "H", "C", "H", "N", "H", "H", "C", "H", "C", "C", "C", "C", "C", "C", "C", "H", "C", "C", "H", "H", "O", "H", "H", "C", "H", "H", "H", "H", "H", "C", "H", "H", "H", "C", "C", "H", "H", "H", "N", "H", "H", "O", "H", "H", "C", "H", "C", "H", "H", "H", "C", "H", "H", "H", "H", "C", "O", "H", "O", "C", "H", "H", "H", "O", "C", "H", "C", "C"], "positions_angstrom": [[3.66181, 6.79202, -0.98994], [6.50790, -5.11254, 2.15071], [1.95126, -1.39887, -3.10128], [3.41659, -4.66829, -6.66092], [2.64129, 0.74030, 1.46921], [-2.31329, 2.50348, 1.74032], [4.60804, 5.24503, -2.21822], [2.90884, -0.30138, -1.20149], [-12.55892, -1.15449, 0.54908], [-10.59737, 2.52645, 0.45452], [-3.92503, 1.97332, -1.70116], [-11.66937, -0.58309, 0.80821], [1.25430, -1.13604, 3.38245], [-4.62183, 1.70760, -0.90376], [2.62596, 3.63032, -1.26768], [-11.14499, -0.49073, -1.29868], [0.47141, 1.18206, -3.74085], [5.52783, -2.60901, 4.06916], [0.48017, 0.14487, -3.39769], [4.18194, -5.90696, -4.69545], [3.46265, 2.31728, 3.28633], [1.91152, -0.30951, -3.14401], [-5.98981, 0.97634, -2.40389], [-0.93944, 0.76549, -1.85846], [2.62750, 4.71158, -1.41052], [5.29817, -3.47419, 2.94476], [3.49244, 7.37250, -1.90185], [4.42818, 7.29302, -0.39901], [4.01198, 5.34570, -1.31321], [3.86914, 2.74231, 2.37589], [-7.37273, -0.17421, -0.74858], [1.99271, 4.96197, 0.65684], [7.22573, -3.50849, 1.97311], [8.35428, -4.31562, 3.98668], [-6.02947, 1.43621, -1.41387], [4.40560, 1.62740, 0.31884], [-6.63477, 2.33798, -1.48260], [0.24059, 0.90881, 4.79591], [2.61896, 0.02502, -3.90022], [1.71019, -0.82869, 4.31851], [2.18903, 0.28653, -1.77400], [-1.65780, 0.65487, 0.22818], [4.40539, -0.21569, 2.59409], [2.51633, -6.22306, -4.19891], [-0.04185, -1.04672, 1.01121], [-1.10136, 1.81945, 3.37327], [6.71765, -2.97556, 5.72283], [3.09986, -0.26661, 2.13196], [-10.55777, 1.50237, 0.82689], [3.17355, -5.49707, -4.68248], [-0.34391, -0.22820, 1.64754], [0.20514, -0.14242, 2.92945], [6.81487, -2.91161, 4.63997], [2.63434, -5.14355, -6.06527], [-12.33932, 1.11869, 2.03695], [1.54668, -4.13543, -5.72541], [1.86732, 5.45311, -0.31866], [-0.04561, -0.46188, -4.13173], [-9.96767, -1.38247, -0.31602], [-9.90456, 0.67508, -0.14113], [-11.22291, -1.03206, 1.69840], [0.80007, 5.53927, -0.52426], [7.27112, -4.21742, 4.01106], [7.49810, -2.09131, 4.39992], [2.56516, 1.31281, -1.85041], [-0.51861, -0.95603, -1.81316], [-12.63902, 1.27848, 0.30369], [2.70260, 2.59206, 0.58486], [-0.18037, 0.87180, 3.80309], [1.38586, -3.40150, -6.51511], [-4.61884, 2.51062, -0.15772], [2.25661, -5.99920, -6.62146], [-5.29113, -0.38843, -0.10628], [6.62802, -4.14364, 2.63140], [4.53620, -4.20714, 3.22513], [3.99567, -3.56053, -4.13921], [4.95096, 2.70432, 2.40092], [2.30623, -1.39166, 2.36850], [-6.86792, 0.94770, 0.51308], [-1.40206, 2.60663, 4.04798], [1.97774, -3.46057, -4.53585], [-5.27282, -0.80300, 0.90220], [4.91520, -2.88860, 2.10733], [-11.93715, 0.89926, 1.04945], [2.18776, 4.92347, -2.38697], [3.09150, -4.15589, -3.96828], [1.94379, -1.78025, 1.50708], [-5.18284, -1.21051, -0.82189], [4.57249, 4.89996, -0.48605], [3.37986, 1.96963, 1.16063], [1.68741, 0.66573, 1.10242], [-9.96584, 1.49054, 1.74891], [5.00260, -0.70728, 1.93422], [4.42455, -0.72595, 3.47805], [-1.61929, 1.75360, 2.08650], [0.92988, 0.32020, -1.07374], [3.55444, 3.77651, 2.29485], [-4.17790, 0.50127, -0.27153], [-1.25748, 0.73063, 1.22290], [0.59484, -4.63306, -5.51447], [6.86405, -5.06475, 4.56622], [2.94118, -4.25698, -2.89145], [2.44095, 6.75368, -0.24379], [-10.65159, -0.53223, -0.32204], [0.77647, -2.09313, 3.58076], [-6.54239, 0.42886, -0.39048], [-0.13344, 0.04927, -2.01129]], "atomic_forces_ev_per_a": [[-0.047, 0.054, -0.104], [-0.019, -0.006, 0.013], [0.015, 0.006, -0.057], [-0.014, -0.004, -0.012], [-0.214, 0.010, -0.270], [-0.124, 0.081, 0.040], [-0.017, 0.008, -0.012], [-0.010, -0.013, 0.078], [-0.007, 0.013, -0.017], [0.043, -0.010, -0.042], [0.041, -0.034, 0.023], [0.065, -0.029, 0.112], [-0.727, -0.398, -0.377], [-0.015, 0.048, 0.104], [0.012, -0.002, -0.060], [-0.021, -0.058, 0.009], [-0.036, -0.006, -0.003], [0.012, -0.058, -0.254], [0.049, 0.196, -0.012], [0.009, 0.017, -0.014], [0.041, 0.046, 0.170], [-0.008, -0.200, 0.090], [0.009, 0.022, -0.004], [0.029, 0.036, 0.077], [-0.029, 0.035, -0.114], [-0.021, -0.155, 0.181], [0.049, -0.009, -0.014], [-0.046, 0.023, 0.040], [0.026, -0.074, 0.149], [-0.013, -0.231, -0.182], [-0.027, 0.028, 0.006], [-0.059, -0.057, 0.002], [-0.007, -0.016, -0.010], [0.005, 0.024, -0.013], [0.015, -0.078, -0.102], [0.286, -0.084, -0.067], [-0.012, -0.002, 0.024], [0.042, 0.083, 0.149], [0.001, 0.023, 0.005], [0.210, 0.112, 0.042], [-0.050, 0.190, -0.095], [-0.286, 0.114, -0.060], [-0.781, 0.143, 0.453], [0.013, 0.004, 0.010], [-0.111, -0.001, -0.281], [0.079, -0.102, 0.042], [-0.082, 0.045, -0.002], [0.420, -0.059, -0.421], [0.085, -0.025, 0.073], [-0.096, -0.079, 0.044], [-0.083, 0.241, 0.746], [0.138, 0.049, 0.320], [0.110, 0.165, 0.063], [0.109, 0.080, -0.034], [0.016, -0.011, 0.012], [-0.113, -0.061, 0.037], [0.099, 0.036, 0.054], [0.009, -0.043, 0.021], [0.047, 0.034, -0.008], [-0.056, -0.030, 0.043], [-0.004, -0.012, -0.011], [-0.008, 0.040, 0.033], [-0.117, -0.111, 0.063], [0.032, -0.028, 0.017], [0.058, -0.037, -0.027], [-0.021, 0.014, -0.026], [0.004, 0.012, 0.010], [-0.257, -0.136, -0.114], [-0.147, -0.080, -0.645], [0.004, 0.052, 0.044], [-0.024, 0.041, -0.043], [-0.016, -0.010, 0.018], [-0.002, -0.081, -0.126], [0.076, 0.125, -0.066], [-0.015, -0.003, -0.064], [0.033, -0.043, 0.032], [0.137, -0.055, 0.135], [0.243, 0.177, 0.568], [-0.045, -0.024, -0.006], [-0.067, 0.112, -0.009], [0.025, -0.046, 0.016], [0.074, 0.030, 0.013], [-0.064, 0.007, 0.011], [-0.070, 0.021, -0.101], [-0.025, -0.025, 0.008], [0.080, 0.090, -0.066], [-0.207, 0.129, -0.037], [-0.040, -0.022, 0.023], [0.013, 0.010, -0.021], [-0.104, 0.398, 0.044], [0.037, 0.001, -0.144], [-0.040, 0.034, 0.027], [0.305, 0.252, 0.038], [0.487, -0.456, -0.190], [-0.076, 0.078, -0.065], [0.324, -0.030, -0.104], [-0.028, 0.127, 0.004], [0.023, 0.053, -0.041], [0.455, -0.382, 0.184], [0.000, -0.017, -0.045], [0.022, 0.006, 0.014], [-0.045, 0.033, -0.005], [0.020, -0.082, 0.012], [-0.052, 0.060, -0.114], [0.108, -0.166, 0.012], [0.062, 0.048, 0.116], [-0.104, -0.137, 0.034]]}

=====

{"formula": "C4H8N2O", "method": "ωB97M-V/def2-TZVPD", "charge": 0, "homo_ev": -9.1, "smiles": "O=C1NCCCN1", "elements": ["C", "C", "C", "H", "H", "H", "H", "H", "N", "O", "H", "H", "N", "C", "H"], "positions_angstrom": [[0.74636, 0.51715, -0.98498], [0.88872, -0.87859, -0.39831], [-0.58560, 1.12183, 1.01690], [-0.50151, -2.19827, 0.65585], [-1.67843, -0.39510, 1.73934], [1.19979, 0.87039, -1.89104], [-1.20753, -1.26862, -0.68376], [-0.04410, 0.38405, -1.93127], [-0.90113, -0.21202, 1.12082], [-1.06900, 1.97293, 1.74689], [0.58945, 2.41889, 0.03475], [1.14807, -1.55119, -1.21330], [0.36811, 1.43576, 0.05410], [-0.49940, -1.22438, 0.15639], [1.62864, -1.00353, 0.40873]], "atomic_forces_ev_per_a": [[-2.700, -0.653, -2.073], [-0.048, -0.074, -0.388], [0.121, 0.080, -0.178], [0.059, 0.123, -0.044], [0.160, 0.056, -0.133], [2.959, 0.824, 0.939], [0.090, -0.078, 0.139], [-0.530, -0.238, 2.678], [-0.014, 0.204, -0.003], [0.198, -0.236, -0.164], [-0.001, -0.144, -0.196], [-0.038, -0.280, 0.074], [-0.264, 0.116, -0.181], [0.085, -0.169, -0.099], [-0.078, 0.469, -0.369]]}

=====

Ordered energy relative to the best compared isomer or geometry (same formula, charge and spin) results: 0.00, 139.65; unit kJ/mol.